(1)
DFT (wB97M-V/def2-TZVPD) results for an isolated ion of composition C4H10NOS and charge -1 at a distorted geometry.

Last column: Mulliken charge in e.
CARTESIAN COORDINATES (ANGSTROEM)
C 0.702 -1.945 -1.023  -1.192
C 0.664 -0.620 -0.226  0.310
C -0.669 0.122 -0.386  -0.626
S -1.043 1.336 -1.799  -0.397
N 0.879 -1.065 1.151  -0.553
C 0.825 0.156 2.120  -0.502
O -0.323 0.702 2.395  -0.823
H 1.585 -2.119 -1.649  0.281
H 0.001 -1.711 -1.854  0.317
H 0.509 -2.800 -0.374  0.307
H 1.447 0.101 -0.480  0.389
H -1.197 0.565 0.455  0.322
H -1.391 -0.654 -0.746  0.257
H -0.380 1.944 -2.971  0.091
H 0.051 -1.547 1.502  0.292
H 1.643 0.806 1.673  0.234
H 1.299 -0.364 3.060  0.294

Properties
charge = -1
gap between HOMO and LUMO = 5.96 eV
multiplicity = 1
energy relative to the best compared isomer or geometry (same formula, charge and spin) = 427.0 kJ/mol

***

(2)
DFT (wB97M-V/def2-TZVPD) results for C20H30NPZn as an isolated structure at a distorted geometry.

Last column: Mulliken charge in e.
CARTESIAN COORDINATES (ANGSTROEM)
C -2.058 -3.629 -2.870  -0.706
C -0.717 -3.842 -2.539  -0.978
C 0.036 -2.770 -2.016  1.548
C -0.625 -1.584 -1.793  0.533
C -1.928 -1.307 -2.160  0.632
C -2.702 -2.397 -2.673  -0.765
C 1.477 -3.039 -1.665  -1.416
C 2.396 -1.900 -1.305  -0.831
N 2.006 -0.519 -1.664  0.369
Zn 0.531 -0.387 -0.563  -0.864
C -2.562 0.082 -2.023  -1.460
P -1.319 1.448 -1.621  0.381
H -0.246 -4.816 -2.677  0.435
H -3.774 -2.285 -2.909  0.425
H -2.629 -4.473 -3.281  0.327
H -3.323 0.062 -1.218  0.470
H -3.061 0.314 -2.988  0.513
H 1.415 -3.777 -0.855  0.442
H 1.889 -3.591 -2.506  0.632
H 2.612 -1.931 -0.231  0.398
C -2.204 2.525 -0.425  -1.022
C -1.209 2.235 -3.313  -1.079
H 3.343 -2.063 -1.771  0.589
C 1.749 -0.317 -3.118  -1.194
C 3.040 0.434 -1.284  -1.200
H 0.188 0.489 1.931  -0.135
H 2.692 -0.158 -3.632  0.493
H 1.299 -1.173 -3.609  0.344
H 1.097 0.541 -3.323  0.154
H 3.974 -0.031 -1.417  0.429
H 3.070 1.349 -1.897  0.325
H 3.067 0.698 -0.241  0.289
H -2.108 2.833 -3.564  0.449
H -0.308 2.998 -3.249  0.159
H -0.909 1.486 -4.050  0.454
H -3.115 2.997 -0.841  0.370
H -2.415 1.933 0.487  0.285
H -1.459 3.299 -0.153  0.352
H -0.006 3.109 -2.324  0.008
C -0.284 -1.571 0.923  -1.365
C -0.239 -0.651 2.150  0.649
C 0.917 -0.769 3.067  -0.607
C 0.912 -0.108 4.277  -0.524
C -0.224 0.618 4.668  -0.315
C -1.379 0.710 3.896  -0.704
C -1.452 0.020 2.691  -0.300
H 0.358 -2.476 1.032  0.632
H -1.333 -1.931 0.753  0.525
H 1.742 -1.401 2.725  0.301
H 1.810 -0.151 4.910  0.356
H -0.207 1.133 5.649  0.293
H -2.236 1.317 4.209  0.371
H -2.342 -0.002 2.050  0.532

Properties
charge = 0
gap between HOMO and LUMO (spin up / spin down) = 6.49 / 5.17 eV
multiplicity = 1
energy relative to the best compared isomer or geometry (same formula, charge and spin) = 630.9 kJ/mol

***

(3)
DFT (wB97M-V/def2-TZVPD) results for a 11-piece molecular cluster, C66H165N11O22 overall at a distorted geometry.

Last column: Mulliken charge in e.
CARTESIAN COORDINATES (ANGSTROEM)
C -8.336 0.217 10.119  -0.782
O -7.208 -0.247 9.405  -0.317
C -6.567 0.568 8.372  -0.888
C -5.237 0.079 7.815  0.136
N -5.438 -1.194 7.062  -0.347
C -4.110 -1.619 6.507  -0.145
C -4.148 -3.034 5.810  -0.218
O -4.881 -4.041 6.536  -0.438
C -4.229 -4.747 7.617  -0.659
H -8.348 1.248 10.474  0.309
H -8.722 -0.480 10.864  0.238
H -8.997 0.336 9.261  0.338
H -6.273 1.506 8.842  0.361
H -7.229 0.957 7.598  0.463
H -4.649 -0.042 8.725  0.359
H -4.853 0.805 7.100  -0.218
H -5.989 -1.952 7.440  0.331
H -3.390 -1.598 7.326  0.253
H -3.861 -0.898 5.728  -0.088
H -3.117 -3.288 5.565  0.217
H -4.652 -2.866 4.859  0.191
H -3.939 -4.238 8.536  0.299
H -3.317 -5.298 7.386  0.212
H -4.990 -5.488 7.862  0.299
C -1.567 -6.515 -0.058  -0.769
O -0.357 -6.581 0.683  0.042
C 0.783 -6.854 -0.065  -0.951
C 1.195 -5.899 -1.193  0.035
N 2.281 -6.543 -1.975  -0.358
C 2.375 -6.181 -3.412  -0.621
C 2.971 -4.756 -3.494  -0.004
O 3.186 -4.203 -4.855  -0.352
C 4.280 -4.923 -5.495  -0.833
H -1.495 -7.081 -0.987  0.395
H -1.905 -5.500 -0.265  0.034
H -2.254 -6.817 0.732  0.311
H 0.751 -7.783 -0.633  0.416
H 1.693 -6.932 0.530  0.311
H 1.581 -5.012 -0.690  -0.027
H 0.400 -5.433 -1.775  0.398
H 2.398 -7.535 -1.831  0.309
H 1.366 -6.173 -3.826  0.284
H 2.944 -6.912 -3.986  0.487
H 3.912 -4.608 -2.965  0.373
H 2.239 -4.096 -3.030  -0.224
H 5.035 -5.387 -4.860  0.365
H 4.825 -4.242 -6.148  0.273
H 3.849 -5.803 -5.972  0.297
C -2.032 2.829 2.604  -0.831
O -3.138 2.166 1.967  -0.021
C -4.119 1.680 2.936  -0.494
C -5.194 0.689 2.246  -1.260
N -4.749 -0.610 1.835  -0.005
C -4.043 -0.505 0.596  -0.449
C -4.114 -1.778 -0.296  -0.793
O -3.701 -1.443 -1.638  0.070
C -3.965 -2.458 -2.671  -0.757
H -1.523 2.326 3.426  0.116
H -2.463 3.791 2.885  0.367
H -1.145 3.096 2.031  0.404
H -4.578 2.558 3.390  0.575
H -3.574 1.295 3.798  0.181
H -5.968 1.128 1.617  0.273
H -5.711 0.399 3.160  0.591
H -5.491 -1.295 1.848  0.332
H -3.046 -0.136 0.839  0.040
H -4.508 0.209 -0.084  0.247
H -5.126 -2.164 -0.425  0.683
H -3.473 -2.623 -0.045  0.085
H -3.594 -3.417 -2.310  0.265
H -3.398 -2.163 -3.554  0.132
H -5.051 -2.468 -2.767  0.313
C 4.325 5.477 -4.327  -0.562
O 5.160 6.408 -5.088  -0.326
C 5.727 5.730 -6.203  -0.143
C 6.448 6.721 -7.029  -1.033
N 5.639 7.360 -8.185  -0.433
C 4.456 8.114 -7.812  0.093
C 4.692 9.064 -6.605  -0.399
O 3.406 9.726 -6.315  -0.508
C 2.466 8.833 -5.793  -0.483
H 3.694 5.901 -3.546  0.296
H 4.997 4.722 -3.918  0.468
H 3.712 4.900 -5.019  -0.055
H 5.055 5.030 -6.699  0.044
H 6.353 4.897 -5.883  0.516
H 7.319 6.290 -7.522  0.449
H 6.832 7.528 -6.405  0.386
H 6.315 7.919 -8.685  0.237
H 3.693 7.366 -7.596  -0.339
H 4.081 8.549 -8.738  0.486
H 5.531 9.724 -6.828  0.333
H 4.936 8.559 -5.671  0.311
H 1.886 9.338 -5.021  0.259
H 2.970 8.006 -5.293  0.196
H 1.805 8.564 -6.617  0.216
C 3.609 -7.216 8.576  -0.817
O 2.417 -7.755 7.990  -0.209
C 1.788 -8.682 8.922  -0.679
C 0.373 -8.948 8.458  -0.659
N 0.126 -9.068 7.063  -0.312
C -1.280 -9.225 6.782  -0.655
C -1.451 -9.096 5.261  -0.696
O -0.979 -7.723 4.935  -0.106
C -0.919 -7.437 3.562  -1.114
H 4.304 -7.999 8.879  0.376
H 3.390 -6.474 9.344  0.313
H 4.157 -6.748 7.758  0.171
H 1.723 -8.376 9.966  0.352
H 2.294 -9.634 8.764  0.373
H -0.154 -8.024 8.694  0.337
H -0.108 -9.664 9.125  0.450
H 0.350 -8.319 6.423  0.337
H -1.946 -8.513 7.269  0.304
H -1.680 -10.190 7.093  0.415
H -2.508 -9.231 5.034  0.413
H -0.858 -9.901 4.826  0.370
H -0.155 -6.717 3.268  0.342
H -1.887 -7.250 3.098  0.287
H -0.532 -8.242 2.938  0.380
C 2.751 -0.620 -6.396  -0.420
O 3.368 0.659 -6.288  -0.418
C 2.661 1.711 -6.938  0.707
C 2.558 1.831 -8.541  -0.497
N 3.704 2.452 -9.186  -0.348
C 4.528 1.334 -9.654  -0.546
C 5.880 1.892 -10.314  -0.808
O 6.648 2.737 -9.553  -0.267
C 7.896 3.188 -10.119  -0.758
H 3.479 -1.317 -5.981  0.164
H 2.589 -0.784 -7.461  0.299
H 1.826 -0.656 -5.821  0.124
H 2.929 2.672 -6.501  -0.018
H 1.655 1.612 -6.530  -0.293
H 1.652 2.380 -8.798  0.081
H 2.361 0.843 -8.959  0.371
H 4.321 2.703 -8.427  0.180
H 4.077 0.529 -10.235  0.446
H 4.848 0.912 -8.701  0.364
H 5.574 2.355 -11.253  0.418
H 6.434 0.989 -10.573  0.427
H 7.873 3.213 -11.208  0.347
H 8.802 2.720 -9.733  0.310
H 8.080 4.214 -9.800  0.186
C 5.291 0.464 3.758  -0.677
O 5.278 -0.914 3.448  -0.408
C 4.072 -1.526 3.238  -0.266
C 4.020 -2.795 4.174  -0.840
N 3.307 -2.581 5.446  -0.169
C 3.406 -3.638 6.364  -0.404
C 2.382 -3.297 7.479  -0.807
O 1.061 -3.612 7.036  -0.205
C 0.772 -4.944 6.657  -0.765
H 6.345 0.724 3.857  0.235
H 4.802 0.506 4.731  0.289
H 4.792 1.085 3.014  0.276
H 4.072 -2.193 2.375  0.305
H 3.132 -0.973 3.258  0.312
H 5.047 -3.150 4.264  0.394
H 3.309 -3.488 3.723  0.388
H 2.319 -2.403 5.332  0.152
H 4.465 -3.778 6.582  0.433
H 3.149 -4.615 5.955  0.278
H 2.525 -2.263 7.793  0.259
H 2.468 -3.774 8.455  0.380
H 1.267 -5.416 5.809  0.269
H -0.162 -4.693 6.156  0.295
H 0.613 -5.699 7.427  0.292
C -1.594 1.431 -7.357  -0.504
O -2.118 1.794 -6.144  -0.064
C -2.724 0.724 -5.532  -1.469
C -3.298 0.919 -4.179  0.899
N -4.185 2.154 -4.283  -0.351
C -4.850 2.604 -3.009  -1.380
C -3.938 2.806 -1.781  0.084
O -3.017 3.841 -2.141  -0.323
C -2.206 4.324 -1.071  -0.630
H -2.284 1.148 -8.152  0.367
H -0.854 0.635 -7.283  0.288
H -1.132 2.328 -7.771  -0.085
H -2.307 -0.282 -5.552  0.453
H -3.578 0.577 -6.193  0.606
H -2.416 1.050 -3.552  -0.227
H -3.900 0.046 -3.927  -0.051
H -3.807 2.984 -4.718  0.320
H -5.621 1.903 -2.689  0.295
H -5.264 3.537 -3.391  0.450
H -3.568 1.830 -1.469  0.050
H -4.596 3.143 -0.980  0.553
H -1.483 3.570 -0.760  0.076
H -2.776 4.637 -0.196  0.380
H -1.668 5.196 -1.442  0.287
C 0.258 5.168 -3.812  -0.517
O 0.368 6.521 -4.152  -0.405
C -0.484 7.128 -5.119  -0.869
C -0.573 6.394 -6.478  -0.443
N 0.832 6.143 -7.000  0.054
C 0.750 5.082 -8.105  0.123
C -0.052 5.380 -9.392  -1.082
O -1.420 5.100 -9.120  -0.182
C -2.184 5.325 -10.284  -0.826
H 0.726 5.067 -2.833  0.397
H 1.061 4.708 -4.389  0.063
H -0.704 4.658 -3.843  0.335
H -0.074 8.135 -5.183  0.335
H -1.504 7.093 -4.737  0.405
H -1.167 6.946 -7.206  0.435
H -1.109 5.459 -6.316  0.275
H 1.445 5.897 -6.235  -0.125
H 0.365 4.147 -7.699  -0.327
H 1.790 5.042 -8.430  0.445
H 0.165 4.835 -10.311  0.621
H 0.018 6.435 -9.658  0.412
H -3.068 4.709 -10.118  0.220
H -1.651 5.009 -11.180  0.339
H -2.531 6.338 -10.483  0.289
C 0.004 -0.050 8.519  -0.258
O 0.282 1.384 8.499  -0.441
C 0.776 1.785 7.198  0.006
C 0.113 3.156 6.808  -0.958
N -1.352 2.946 6.850  0.418
C -2.282 4.061 6.403  -0.738
C -3.790 3.809 6.601  -0.104
O -4.052 4.029 8.037  -0.441
C -3.483 3.018 8.942  -0.299
H -0.963 -0.217 8.044  0.144
H 0.090 -0.377 9.555  0.379
H 0.663 -0.608 7.853  -0.019
H 0.458 1.159 6.365  -0.129
H 1.815 2.034 6.982  0.370
H 0.469 3.489 5.833  0.404
H 0.448 3.942 7.485  0.323
H -1.629 2.228 7.504  0.053
H -1.900 4.348 5.423  0.448
H -2.126 4.956 7.005  0.288
H -4.235 2.948 6.103  -0.197
H -4.254 4.526 5.922  0.400
H -3.753 2.058 8.502  -0.169
H -4.071 3.010 9.859  0.278
H -2.432 3.273 9.076  0.380
C -1.190 -1.001 3.624  0.807
O -0.378 -1.886 2.924  -0.122
C -0.993 -2.376 1.733  0.282
C 0.074 -2.998 0.790  -0.701
N 0.944 -2.025 -0.048  -0.166
C 0.216 -1.487 -1.194  0.286
C 0.732 -0.064 -1.554  -0.873
O 0.096 0.198 -2.796  -0.116
C 0.407 1.466 -3.309  -0.754
H -1.648 -1.585 4.423  0.197
H -2.000 -0.608 3.009  -0.754
H -0.758 -0.139 4.133  -0.009
H -1.467 -1.560 1.189  -0.558
H -1.784 -3.119 1.843  0.311
H -0.486 -3.573 0.053  0.032
H 0.766 -3.625 1.354  0.306
H 1.171 -1.243 0.549  0.246
H -0.870 -1.559 -1.141  -0.153
H 0.547 -2.183 -1.965  -0.140
H 1.815 -0.152 -1.639  0.458
H 0.510 0.629 -0.742  0.327
H -0.232 2.132 -2.729  0.121
H 0.110 1.601 -4.349  -0.012
H 1.443 1.716 -3.084  0.643

Properties
charge = 0
gap between HOMO and LUMO = 8.45 eV
multiplicity = 1
energy relative to the best compared isomer or geometry (same formula, charge and spin) = 1251.7 kJ/mol

***

(4)
DFT (wB97M-V/def2-TZVPD) results for C3H7N3 in the gas phase at a distorted geometry.

Last column: Mulliken charge in e.
CARTESIAN COORDINATES (ANGSTROEM)
H 1.480 0.726 1.471  0.295
N 1.202 1.705 1.329  -0.626
C 0.201 1.764 0.532  -0.279
C -0.464 0.542 -0.058  0.278
N -0.056 0.270 -1.415  -0.573
N 0.418 -0.588 -0.209  -0.274
C -0.283 -1.858 -0.120  -0.884
H -0.223 2.731 0.229  0.378
H -1.506 0.389 0.218  0.458
H 0.633 0.959 -1.728  0.287
H -0.891 -1.912 0.793  0.324
H 0.445 -2.673 -0.076  0.288
H -0.956 -2.054 -0.967  0.328

Properties
charge = 0
gap between HOMO and LUMO = 10.90 eV
multiplicity = 1
energy relative to the best compared isomer or geometry (same formula, charge and spin) = 261.9 kJ/mol

***

(5)
DFT (wB97M-V/def2-TZVPD) results for C32H29N7O6S2Sn as an isolated structure.

Last column: Mulliken charge in e.
CARTESIAN COORDINATES (ANGSTROEM)
Sn 1.742 1.733 -2.370  0.851
O 7.807 1.343 0.561  -0.524
C 6.578 1.279 0.010  0.899
C 6.267 1.818 -1.224  -0.553
C 4.973 1.689 -1.704  0.167
N 4.002 1.069 -1.036  -0.078
C 4.322 0.560 0.167  -0.107
C 5.576 0.635 0.728  -0.501
C 3.277 -0.167 0.966  0.075
O 3.465 -0.724 2.009  -0.644
O 2.140 -0.240 0.254  -0.044
C 4.663 2.319 -3.065  0.296
O 5.556 2.935 -3.607  -0.665
O 3.467 2.150 -3.520  -0.656
H 8.404 1.816 -0.030  0.305
H 6.984 2.351 -1.835  0.466
H 5.768 0.193 1.694  0.570
C -1.609 0.632 4.850  -0.891
C -0.213 0.030 4.953  -0.626
N 0.783 0.870 4.288  0.308
C 1.550 1.727 5.193  -0.896
C 2.755 0.990 5.757  -0.980
C 1.011 0.907 2.963  0.761
S 1.940 2.112 2.230  -0.499
N 0.469 -0.039 2.141  0.522
C 0.843 -0.287 0.753  -0.646
O 0.134 0.517 -0.094  -0.117
C -0.940 -1.674 -0.227  1.372
C -0.835 -2.666 -1.353  -1.008
C -1.948 -3.240 -1.811  -0.558
C -3.271 -2.870 -1.282  -0.527
C -3.380 -2.260 -0.101  -1.270
C -2.113 -2.068 0.675  -0.012
H -2.325 0.054 5.437  0.345
H -1.946 0.655 3.815  0.043
H -1.607 1.658 5.220  0.390
H -0.189 -0.982 4.564  0.304
H 0.084 -0.042 5.998  0.545
H 0.872 2.052 5.985  0.394
H 1.871 2.607 4.644  0.500
H 2.460 0.162 6.405  0.320
H 3.374 1.672 6.340  0.407
H 3.357 0.591 4.939  0.171
H 0.133 -2.861 -1.802  0.478
H -1.897 -3.939 -2.636  0.460
H -4.147 -3.102 -1.875  0.466
H -4.339 -1.983 0.318  0.444
H -1.844 -3.055 1.083  0.802
S 1.297 0.001 -4.188  -0.356
C -0.431 -0.420 -4.176  0.429
N -0.927 -0.957 -5.228  -0.967
N -2.259 -1.208 -5.238  0.230
C -3.344 -0.439 -4.779  0.785
C -4.609 -0.992 -4.985  -0.552
C -5.752 -0.283 -4.660  -0.554
C -5.660 0.996 -4.131  -0.609
C -4.403 1.548 -3.935  -0.739
C -3.248 0.845 -4.244  -0.161
N -1.195 -0.506 -2.962  -0.068
N -0.680 0.147 -2.061  -0.092
C -1.011 -0.131 -0.669  0.489
C -2.170 0.598 -0.038  -1.037
C -2.482 0.272 1.211  -1.046
C -1.993 -1.032 1.805  -0.435
C -0.453 -1.214 2.137  -0.964
C 0.181 -1.643 0.798  -0.983
H -2.503 -1.862 -5.962  0.239
H -4.690 -1.988 -5.405  0.344
H -6.722 -0.735 -4.828  0.378
H -6.552 1.554 -3.881  0.401
H -4.311 2.551 -3.535  0.410
H -2.289 1.320 -4.096  0.547
H -2.569 1.469 -0.542  0.619
H -3.184 0.873 1.776  0.503
H -2.595 -1.293 2.675  0.634
H -0.325 -1.905 2.963  0.861
H 0.852 -2.494 0.817  0.831

Properties
charge = 0
gap between HOMO and LUMO = 7.10 eV
multiplicity = 1
energy relative to the best compared isomer or geometry (same formula, charge and spin) = 548.0 kJ/mol

***

(6)
DFT (wB97M-V/def2-TZVPD) results for C3H4O3 as an isolated structure at a distorted geometry.

Last column: Mulliken charge in e.
CARTESIAN COORDINATES (ANGSTROEM)
O -0.391 1.904 -1.240  -0.545
C 0.038 0.993 -0.568  0.654
C -0.934 0.068 0.220  -0.307
O -0.127 -0.598 1.204  -0.223
C 0.901 -1.194 0.639  -0.293
O 1.340 0.664 -0.488  -0.503
H -1.382 -0.653 -0.482  0.276
H -1.711 0.643 0.730  0.285
H 0.584 -1.715 -0.295  0.216
H 1.683 -0.110 0.280  0.439

Properties
charge = 0
gap between HOMO and LUMO = 9.16 eV
multiplicity = 1
energy relative to the best compared isomer or geometry (same formula, charge and spin) = 439.6 kJ/mol

***

Question: Among the records above, which one has the lowest energy relative to the best compared isomer or geometry (same formula, charge and spin)?
Answer: C3H7N3

***

Question: Number 1 is which compound?
Answer: C4H10NOS